1.
{"formula": "C6H9ClN3O4", "method": "wB97M-V/def2-TZVPD", "total_charge": -1, "lumo_ha": 0.1246, "gap_ev": 9.864, "symbols": ["Cl", "O", "O", "O", "O", "N", "N", "N", "C", "C", "C", "C", "C", "C", "H", "H", "H", "H", "H", "H", "H", "H", "H"], "xyz": [[-1.7445, 1.2178, 0.3112], [-0.4810, 0.8685, 0.9146], [-2.4892, -0.0309, 0.0032], [-2.5683, 2.0719, 1.1777], [-1.4656, 1.9747, -0.9134], [2.3431, -1.3423, -0.1014], [-2.0151, -3.3484, -0.2828], [2.2872, 1.6551, -1.1915], [-1.1949, -2.5375, -0.0618], [-0.0889, 0.8868, -1.9777], [-0.1233, -1.4654, 0.2073], [1.2535, 1.3061, -1.5025], [1.3445, 0.0734, 1.8511], [1.9274, -0.6829, 0.7822], [0.3420, -1.4868, 1.1928], [0.0662, 0.0532, -2.6626], [0.5921, -0.5087, 2.3832], [-0.5852, 0.2993, -1.2053], [2.2341, 0.3008, 2.4386], [0.5943, -1.6335, -0.5957], [0.9351, 1.0121, 1.4781], [-0.5508, -0.4785, 0.0302], [-0.6127, 1.7951, -2.2757]], "mulliken_charge": [1.62, -0.73, -0.57, -0.73, -0.68, -0.63, -0.61, -0.57, 0.05, -0.07, -1.03, 0.51, -1.03, 0.66, 0.36, 0.36, 0.40, 0.57, 0.45, 0.42, 0.28, -0.37, 0.32]}


2.
{"formula": "C26H15Br2CdF2N7O2S2", "method": "wB97M-V/def2-TZVPD", "total_charge": -2, "lumo_ha": 0.1212, "gap_ev": 4.748, "symbols": ["Cd", "Br", "Br", "S", "S", "F", "F", "O", "O", "N", "N", "N", "N", "N", "N", "N", "C", "C", "C", "C", "C", "C", "C", "C", "C", "C", "C", "C", "C", "C", "C", "C", "C", "C", "C", "C", "C", "C", "C", "C", "C", "C", "H", "H", "H", "H", "H", "H", "H", "H", "H", "H", "H", "H", "H", "H", "H"], "xyz": [[0.0590, 0.7722, 0.1144], [-1.8674, -6.2354, -1.9992], [-3.0123, -3.3065, 5.0822], [0.6875, 3.6581, 3.7564], [1.6356, 1.0336, 2.6596], [3.0833, -0.4549, -4.3338], [4.6309, -2.3228, -0.3459], [-1.8231, 1.9364, 0.0641], [-2.8111, 3.8273, -0.6479], [0.5550, 3.2042, 0.1730], [-0.4667, 2.5440, 7.1612], [-0.5660, 3.7949, -0.4670], [-1.1659, -0.8371, 1.6127], [-0.2441, 1.0584, -2.5122], [-0.9716, -1.8097, -0.8991], [0.7162, -1.1953, 5.5662], [0.4438, 2.6780, -4.6379], [-0.0261, 2.0321, 6.2217], [-0.8517, -2.2372, -2.1423], [0.5289, 1.3307, 5.1233], [3.7312, -1.5293, -0.9784], [-1.1264, -3.5371, -2.5484], [-2.1084, -2.8623, 2.4337], [-2.2628, -2.2757, 3.6734], [-1.5449, -2.1053, 1.4073], [1.8076, -0.0817, -0.9084], [-1.1362, 1.8784, -3.0542], [2.7302, -0.9074, -0.2629], [0.9089, 1.9725, 3.9255], [-1.5055, -4.4154, -1.5512], [1.0031, 1.0257, -2.9938], [1.9464, 0.1095, -2.2992], [3.8603, -1.3902, -2.3473], [2.9583, -0.5592, -2.9771], [0.6588, -0.0624, 5.3280], [-1.8310, 3.1474, -0.3204], [1.3815, 1.8326, -4.0675], [-1.6176, -4.0055, -0.2438], [-1.9003, -0.9661, 3.8905], [-0.8422, 2.7103, -4.1237], [-1.3552, -0.2892, 2.8052], [-1.3661, -2.6586, 0.0512], [2.6781, -1.0583, 0.8111], [-2.0018, -0.4890, 4.8523], [0.7189, 3.3110, -5.4734], [-1.8788, -4.7133, 0.5277], [0.5887, 3.4310, 1.1785], [-0.5203, -1.4978, -2.8627], [2.3964, 1.8052, -4.4359], [4.6265, -1.9121, -2.9033], [-1.0539, 0.7456, 2.9112], [-1.5982, 3.3729, -4.5221], [-2.4345, -3.8791, 2.2784], [1.3975, 3.5669, -0.2505], [-2.1221, 1.8711, -2.6015], [-1.0510, -3.8436, -3.5806], [-0.6690, 4.7875, -0.3168]], "mulliken_charge": [1.59, -0.22, -0.24, -0.55, -0.34, -0.38, -0.36, -0.92, -0.82, -0.50, -0.68, -0.19, 0.46, 0.20, 0.14, -0.68, -0.42, -0.01, -0.08, 0.09, 0.28, -0.99, -0.78, 0.00, 0.43, -1.56, -0.63, 0.21, 0.46, 0.06, 0.07, 1.48, -0.80, 0.51, 0.15, 0.48, -0.84, -0.83, -1.14, -0.77, -0.87, 0.68, 0.47, 0.57, 0.38, 0.40, 0.00, 0.32, 0.47, 0.46, 0.99, 0.43, 0.34, 0.21, 0.58, 0.42, 0.28]}


3.
{"formula": "C4H8FN", "method": "wB97M-V/def2-TZVPD", "multiplicity": 3, "s_squared": 2.007, "lumo_ha": [0.0401, 0.0051], "gap_ev": [7.021, 9.911], "symbols": ["F", "N", "C", "C", "C", "C", "H", "H", "H", "H", "H", "H", "H", "H"], "xyz": [[0.2780, -1.6123, -0.6938], [-0.9738, -0.1934, 0.6410], [-2.0815, -0.0107, -0.2901], [0.2294, -0.8235, 0.3876], [1.6437, -0.1115, 0.6089], [1.6275, 0.8269, -0.5271], [2.1095, 0.5907, -1.4197], [-1.2321, 0.0470, 1.6051], [1.0392, 1.7274, -0.5893], [1.9330, 0.2730, 1.7065], [-2.8871, -0.7656, -0.2138], [-1.5660, -0.1450, -1.3377], [2.3963, -0.8537, 0.3568], [-2.5159, 1.0506, -0.2344]], "mulliken_charge": [-0.23, -0.16, -0.75, 0.01, -0.14, -0.94, 0.36, 0.22, 0.34, 0.30, 0.28, 0.24, 0.21, 0.26]}


4.
{"formula": "C2H4N6", "method": "wB97M-V/def2-TZVPD", "lumo_ha": 0.0125, "gap_ev": 10.150, "symbols": ["N", "N", "N", "N", "N", "N", "C", "C", "H", "H", "H", "H"], "xyz": [[1.5317, 1.2648, 0.4890], [-2.6575, -0.1474, -0.1928], [1.7586, -0.8910, -0.5313], [-0.6359, 1.3788, 0.9049], [-0.3741, 0.2072, 0.1847], [0.5171, 1.9305, 1.0448], [-1.4594, -0.4973, -0.2650], [1.0061, 0.0980, 0.0218], [-2.6359, 0.7121, 0.4098], [2.7590, -0.8227, -0.5649], [1.4171, -1.8307, -0.7145], [-1.2269, -1.4024, -0.7867]], "mulliken_charge": [-0.38, -0.59, -0.38, -0.35, 0.35, -0.34, 0.13, 0.49, 0.34, 0.25, 0.20, 0.29]}


5.
{"formula": "C4H12", "method": "wB97M-V/def2-TZVPD", "lumo_ha": 0.0413, "gap_ev": 12.721, "symbols": ["C", "C", "C", "C", "H", "H", "H", "H", "H", "H", "H", "H", "H", "H", "H", "H"], "xyz": [[-0.2325, 0.0208, -2.4007], [-1.5380, 0.4902, -1.7088], [0.1960, -0.4829, 2.3484], [1.5360, 0.0007, 1.7738], [0.4186, 0.8981, -2.4263], [-1.4439, 0.7661, -0.6612], [2.1316, -0.8148, 1.3619], [1.4258, 0.6508, 0.8993], [2.1422, 0.5582, 2.4862], [-0.6382, 0.1518, 2.0793], [0.3077, -0.4759, 3.4255], [0.2218, -0.7955, -1.8452], [-2.1426, -0.4206, -1.6138], [-2.0074, 1.2589, -2.3103], [-0.4436, -0.2990, -3.4169], [0.0667, -1.5071, 2.0087]], "mulliken_charge": [-0.84, -0.76, -0.78, -0.79, 0.24, 0.21, 0.26, 0.21, 0.30, 0.24, 0.31, 0.26, 0.25, 0.30, 0.33, 0.24]}


6.
{"formula": "C16H41NNaO5", "method": "wB97M-V/def2-TZVPD", "total_charge": 1, "lumo_ha": -0.0789, "gap_ev": 9.406, "symbols": ["Na", "O", "O", "O", "O", "O", "N", "C", "C", "C", "C", "C", "C", "C", "C", "C", "C", "C", "C", "C", "C", "C", "C", "H", "H", "H", "H", "H", "H", "H", "H", "H", "H", "H", "H", "H", "H", "H", "H", "H", "H", "H", "H", "H", "H", "H", "H", "H", "H", "H", "H", "H", "H", "H", "H", "H", "H", "H", "H", "H", "H", "H", "H", "H"], "xyz": [[-0.9019, -0.5907, 0.1570], [-1.4211, -1.9060, -2.0944], [-2.3677, -2.1669, 1.3433], [-0.7319, 0.8064, 2.0240], [-2.4898, 1.0475, -1.0240], [1.3273, -1.3821, -1.1106], [2.0178, -0.2728, -0.5724], [-2.6827, -2.0270, -2.7219], [2.4561, -1.6033, 1.4234], [-3.6423, -1.6347, 0.9102], [-3.5098, 3.1915, -0.4310], [-2.2261, 2.4253, -0.7384], [0.8751, 1.2250, -2.1105], [3.9021, 1.7470, 0.1899], [4.3208, -1.3487, -0.2264], [-4.4562, -2.8150, 0.4047], [3.5300, 0.5855, 1.1266], [2.7037, 2.0380, -0.7212], [-0.5533, 0.1954, 3.3204], [3.1585, 0.4756, -2.6931], [3.0601, -0.6693, 0.3787], [2.2234, 0.8234, -1.5226], [-1.7573, 0.4120, 4.2180], [1.9476, -1.8069, -1.7318], [-4.1145, -1.1512, 1.7707], [4.8633, -0.6589, -0.8662], [0.3922, 0.4581, -2.7207], [4.4191, 0.3957, 1.7302], [4.9934, -1.6991, 0.5517], [-0.4812, 1.7270, 2.1324], [-4.6143, -3.5392, 1.2011], [4.1191, 2.6241, 0.7981], [2.0274, -2.4633, 0.9033], [-1.8810, 1.4568, 4.5065], [1.0049, 2.1082, -2.7368], [2.9994, 2.7870, -1.4612], [-1.6483, -0.1944, 5.1171], [-2.6710, 0.1347, 3.6865], [1.6537, -1.0856, 1.9537], [-4.1383, 2.7188, 0.3203], [-3.5593, -0.8697, 0.1375], [-3.2185, 4.1605, -0.0153], [4.7592, 1.5004, -0.4365], [3.2514, 1.2575, -3.4459], [-2.6246, -1.8728, -3.7995], [2.9428, -0.5015, -3.1233], [-3.1831, 1.0392, -1.6929], [1.8812, 2.4320, -0.1226], [0.3136, 0.6901, 3.7684], [-1.7168, 2.9031, -1.5825], [-4.0427, 3.3223, -1.3742], [-1.5392, 2.5110, 0.1064], [-3.4006, -1.3575, -2.2565], [4.0084, -2.2015, -0.8371], [-5.3729, -2.5036, -0.1000], [3.2016, -1.9455, 2.1351], [4.1880, 0.4177, -2.3226], [-0.7254, -2.1043, -2.7243], [-3.0892, -3.0377, -2.6173], [2.7395, 0.9484, 1.7908], [0.1713, 1.4884, -1.3215], [-0.3565, -0.8733, 3.2536], [-3.8665, -3.3241, -0.3609], [-2.4679, -2.4472, 2.2564]], "mulliken_charge": [0.63, -0.24, -0.56, -0.21, -0.26, -0.26, 1.01, -0.76, -1.64, 0.33, -1.43, -0.02, -1.75, -0.72, -1.60, -1.33, -0.93, -1.25, -0.26, -1.53, 1.12, 1.22, -1.38, 0.26, 0.36, 0.33, 0.30, 0.46, 0.46, 0.17, 0.39, 0.45, 0.45, 0.37, 0.58, 0.47, 0.40, 0.25, -0.02, 0.33, -0.04, 0.40, 0.34, 0.44, 0.35, 0.31, 0.20, 0.27, 0.42, 0.35, 0.42, 0.12, 0.20, 0.32, 0.36, 0.48, 0.37, 0.20, 0.30, 0.07, 0.05, 0.31, 0.26, 0.31]}


7.
{"formula": "C5H35N2O11", "method": "wB97M-V/def2-TZVPD", "total_charge": 1, "lumo_ha": -0.0914, "gap_ev": 10.071, "symbols": ["O", "O", "O", "O", "O", "O", "O", "O", "O", "O", "O", "N", "N", "C", "C", "C", "C", "C", "H", "H", "H", "H", "H", "H", "H", "H", "H", "H", "H", "H", "H", "H", "H", "H", "H", "H", "H", "H", "H", "H", "H", "H", "H", "H", "H", "H", "H", "H", "H", "H", "H", "H", "H"], "xyz": [[0.7519, 3.3627, 3.3031], [3.2563, -2.9290, -1.8096], [-1.2183, 2.2007, 1.8832], [1.9824, -0.7505, -3.7371], [1.5518, 0.9340, 3.0373], [-2.6929, 0.8671, -1.8246], [-3.7453, 2.7010, 0.6990], [0.0699, 1.0729, -2.0989], [4.3599, 2.2163, 0.2906], [1.6312, 2.3349, -0.2961], [-0.5549, -2.4830, -3.3377], [-3.1574, -0.8205, 0.3534], [0.9142, -1.1956, -1.3160], [0.5138, -1.3029, 0.0491], [-1.9288, -1.5949, 0.8138], [-1.9609, -1.7828, 2.3141], [1.1995, -2.1534, 0.8132], [-0.7428, -0.6117, 0.4947], [-3.2712, 0.0637, 0.8304], [-0.4928, -0.1371, 1.4418], [2.4311, 0.6274, 3.2867], [-2.1423, 2.4763, 1.7035], [0.4921, 3.0279, 4.1823], [4.9066, 2.2861, 1.0878], [1.0741, -2.1634, 1.8965], [-1.3248, 1.3870, 2.3881], [-1.0214, -2.2867, 2.6479], [-2.8000, -2.3336, 2.7240], [4.2026, -2.7457, -1.7816], [-0.7632, -3.4200, -3.2072], [-3.0329, 0.0829, -1.3068], [0.7406, -0.1563, -1.6647], [-1.0682, 0.2257, -0.1259], [0.3963, -1.7799, -2.0136], [2.1024, -2.6306, 0.4801], [1.8771, -1.4317, -1.5692], [1.7567, 1.8547, 2.7943], [3.1373, -3.8726, -1.6788], [-0.0416, 3.0715, 2.8117], [5.0337, 2.0737, -0.3869], [1.9507, -1.2950, -4.5258], [-3.2317, 2.0795, 0.1635], [1.4995, 0.0755, -3.8258], [-1.9144, -2.5372, 0.2333], [0.3681, 1.8172, -1.5474], [-4.0364, -1.2273, 0.6383], [-1.0245, -2.0771, -4.0725], [2.6184, 2.4020, -0.1568], [1.3197, 2.2320, 0.6110], [-3.8845, 3.5035, 0.1882], [-2.1572, -0.7504, 2.7631], [-3.0455, 0.5857, -2.6802], [-0.8842, 0.9070, -1.9608]], "mulliken_charge": [-0.72, -0.59, -0.76, -0.60, -0.56, -0.66, -0.69, -0.64, -0.60, -0.67, -0.59, -0.63, 0.06, 0.01, 0.22, -1.09, -1.38, 0.68, 0.07, -0.35, 0.26, 0.38, 0.34, 0.29, 0.27, 0.35, 0.23, 0.42, 0.28, 0.27, 0.41, 0.50, -0.11, 0.48, 0.41, 0.52, 0.31, 0.27, 0.40, 0.29, 0.29, 0.36, 0.30, 0.32, 0.30, 0.26, 0.25, 0.36, 0.28, 0.28, 0.23, 0.32, 0.36]}


Relative energy (zero: lowest compared OMol25 entry of this formula, charge and spin)
In order: 144.2, 4.7, 0.0, 16.9, 7.1, 0.0, 55.4
Unit: kcal per mole